(w)
Here is 2 unconnected molecules or ions with the total composition C3H6O3 from the OMol25 dataset. Energies are from ωB97M-V/def2-TZVPD.

Geometry as XYZ:
```
12
C3H6O3 ωB97M-V/def2-TZVPD
O 1.01 -0.89 -1.29
C 1.06 -0.74 0.06
C 0.94 0.44 0.66
O 0.78 1.57 -0.12
H 0.95 0.02 -1.64
H 1.21 -1.68 0.59
H 0.99 0.57 1.74
H -0.17 1.67 -0.31
C -1.68 -0.25 0.08
O -1.79 0.79 -0.55
H -1.43 -1.20 -0.40
H -1.88 -0.29 1.17
```

As for the structure (SMILES): O/C=C\O.C=O. The value obtained for the LUMO energy is 0.68 eV.

Mulliken population analysis, charges in e, atoms 1 to 8:
1. O -0.506
2. C -0.236
3. C -0.264
4. O -0.540
5. H 0.399
6. H 0.401
7. H 0.364
8. H 0.407

=====

(x)
Here is 2 unconnected molecules or ions with the total composition C3H6O3 from the OMol25 dataset. Energies are from ωB97M-V/def2-TZVPD.

Geometry as XYZ:
```
12
C3H6O3 ωB97M-V/def2-TZVPD
C -1.62 0.29 -1.05
C -1.28 -0.07 0.41
O -0.81 -1.16 0.64
H -1.24 -0.56 -1.62
H -2.69 0.49 -1.16
H -1.02 1.12 -1.42
H -1.44 0.67 1.20
O 2.46 -0.78 -0.50
C 2.36 -0.02 0.41
O 1.48 -0.10 1.45
H 3.06 0.79 0.61
H 0.76 -0.66 1.03
```

As for the structure (SMILES): CC=O.O=CO. The value obtained for the LUMO energy is 0.55 eV.

Mulliken population analysis, charges in e, atoms 1 to 8:
1. C -0.931
2. C 0.220
3. O -0.555
4. H 0.291
5. H 0.317
6. H 0.303
7. H 0.351
8. O -0.459

=====

(y)
Here is C3H6O3 in the gas phase from the OMol25 dataset. Energies are from ωB97M-V/def2-TZVPD.

Geometry as XYZ:
```
12
C3H6O3 ωB97M-V/def2-TZVPD
C 1.71 -0.51 0.08
O 0.84 -0.03 1.11
C -0.04 0.69 0.33
O 0.18 1.79 -0.09
C -1.28 -0.14 0.12
O -2.02 0.12 -1.03
H 1.17 -0.38 -0.87
H 2.60 0.11 0.04
H 1.93 -1.57 0.20
H -1.01 -1.20 0.11
H -1.83 0.05 1.06
H -2.24 1.06 -1.05
```

As for the structure (SMILES): COC(=O)CO. The value obtained for the LUMO energy is 0.77 eV.

Mulliken population analysis, charges in e, atoms 1 to 8:
1. C -0.728
2. O -0.367
3. C 0.582
4. O -0.538
5. C -0.322
6. O -0.504
7. H 0.380
8. H 0.271

=====

(z)
Here is 2 unconnected molecules or ions with the total composition C3H6O3 from the OMol25 dataset. Energies are from ωB97M-V/def2-TZVPD.

Geometry as XYZ:
```
12
C3H6O3 ωB97M-V/def2-TZVPD
C -1.57 -0.44 0.43
C -0.97 -0.44 -0.75
O -0.52 0.57 -1.60
H -2.50 -0.97 0.51
H -1.49 0.42 1.12
H -1.05 -1.36 -1.33
H -0.93 1.39 -1.29
O 1.32 0.70 1.77
C 1.99 0.10 0.98
O 1.84 0.05 -0.36
H 2.91 -0.43 1.20
H 0.96 0.39 -0.67
```

As for the structure (SMILES): C=CO.O=CO. The value obtained for the LUMO energy is 0.56 eV.

Mulliken population analysis, charges in e, atoms 1 to 8:
1. C -0.588
2. C -0.078
3. O -0.526
4. H 0.278
5. H 0.247
6. H 0.273
7. H 0.354
8. O -0.461

=====

How far above the most stable structure does each one sit? In kJ/mol: (w) 117.9; (x) 0.0; (y) 46.2; (z) 103.3.

=====

(w)
Here is C3H6O3 in the gas phase from the OMol25 dataset. Energies are from ωB97M-V/def2-TZVPD.

Geometry as XYZ:
```
12
C3H6O3 ωB97M-V/def2-TZVPD
C 0.74 -1.46 -0.37
C 0.31 -0.22 -0.18
C -1.20 0.31 -0.43
O -1.80 0.86 0.67
O 1.16 0.79 0.21
O 2.42 0.28 0.28
H 1.77 -1.65 -0.43
H 0.11 -2.28 -0.48
H -1.68 -0.49 -0.90
H -0.94 1.17 -1.04
H -1.76 1.79 0.64
H 2.51 0.39 1.26
```

As for the structure (SMILES): C=C(CO)OO. The value obtained for the LUMO energy is 0.83 eV.

Mulliken population analysis, charges in e, atoms 1 to 8:
1. C -0.832
2. C 0.578
3. C -0.597
4. O -0.503
5. O -0.195
6. O -0.382
7. H 0.314
8. H 0.303

=====

(x)
Here is 2 unconnected molecules or ions with the total composition C3H6O3 from the OMol25 dataset. Energies are from ωB97M-V/def2-TZVPD.

Geometry as XYZ:
```
12
C3H6O3 ωB97M-V/def2-TZVPD
C 1.78 -1.22 -1.66
C 0.64 -0.95 -0.99
O 0.22 0.31 -0.61
H 1.81 -1.94 -2.46
H 2.56 -0.47 -1.47
H -0.17 -1.67 -1.24
H -0.02 0.71 -1.44
O -2.57 0.63 1.72
C -1.64 1.18 2.27
O -0.51 1.49 1.64
H -1.68 1.08 3.37
H -0.42 0.86 0.87
```

As for the structure (SMILES): C=CO.O=CO. The value obtained for the LUMO energy is 0.42 eV.

Mulliken population analysis, charges in e, atoms 1 to 8:
1. C -0.615
2. C -0.028
3. O -0.568
4. H 0.273
5. H 0.264
6. H 0.289
7. H 0.319
8. O -0.489

=====

How far above the most stable structure does each one sit? In kJ/mol: (w) 244.1; (x) 0.0.